Entry 1:
Entry from the OMol25 dataset: 2 unconnected molecules or ions with the total composition C15H18 at a distorted geometry (ωB97M-V with the def2-TZVPD basis set).

Geometry as ORCA input:
```
! wB97M-V def2-TZVPD RIJCOSX def2/J DEFGRID3
* xyz -1 2
C -0.630 2.770 -0.615
C 2.324 1.565 -3.332
C 2.650 2.419 -2.318
C 1.053 0.941 -3.351
C 1.837 2.693 -1.258
C 0.216 1.185 -2.358
C 0.559 2.215 -1.388
H 2.973 1.218 -4.060
H 3.732 2.936 -2.501
H 0.825 0.242 -4.137
H 2.167 3.446 -0.513
H -0.803 0.691 -2.396
H -1.547 2.119 -0.451
H -1.150 3.603 -1.152
H -0.492 3.108 0.376
C -0.236 -3.475 1.898
C -0.211 -3.656 0.328
C -0.693 -2.056 2.078
C 0.257 -0.991 1.692
C -1.957 -1.804 2.558
C -0.152 0.374 1.646
C -2.408 -0.418 2.498
C -1.473 0.572 2.031
H -1.123 -4.274 2.264
H 0.739 -3.580 2.417
H 0.582 -3.015 -0.136
H 1.389 -1.151 1.517
H -2.723 -2.558 2.604
H 0.511 1.277 1.256
H -3.436 0.107 2.944
H -1.765 1.660 1.878
H -1.116 -3.491 -0.172
H 0.101 -4.672 0.153
*
```

Results
**E_LUMO (spin up / spin down)**: 3.2 / 3.2 eV
**HOMO (spin up / spin down)**: 0.6 / -3.2 eV
**Expectation value of S²**: 0.76
**Kohn-Sham gap (spin up / spin down)**: 2.59 / 6.41 eV

Mulliken population analysis, charges in e, atoms 1 to 4: number 1, C, carries -1.570; number 2, C, carries -0.376; number 3, C, carries -0.351; number 4, C, carries -0.527

***

Entry 2:
Entry from the OMol25 dataset: 9 unconnected molecules or ions with the total composition C24H57Cl6O18P3 at a distorted geometry (ωB97M-V with the def2-TZVPD basis set).

Geometry as ORCA input:
```
! wB97M-V def2-TZVPD RIJCOSX def2/J DEFGRID3
* xyz 0 1
C 3.963 1.240 -5.373
O 4.754 1.429 -4.246
P 4.713 2.760 -3.416
O 3.676 3.796 -3.887
O 4.561 2.309 -1.891
C 3.328 1.687 -1.523
O 6.310 3.401 -3.530
C 7.390 2.701 -2.962
H 3.728 0.183 -5.502
H 4.255 1.742 -6.295
H 2.956 1.436 -5.005
H 3.088 1.824 -0.468
H 3.280 0.606 -1.660
H 2.574 2.222 -2.100
H 8.185 2.629 -3.703
H 6.945 1.752 -2.662
H 7.611 3.085 -1.966
C 0.980 -4.798 -0.016
O -0.405 -5.129 -0.391
P -1.044 -4.177 -1.559
O -0.736 -2.709 -1.410
O -0.448 -4.842 -2.919
C 0.603 -4.184 -3.590
O -2.646 -4.537 -1.553
C -3.146 -5.865 -1.516
H 1.262 -3.845 -0.462
H 1.748 -5.507 -0.326
H 0.990 -4.704 1.070
H 1.578 -4.419 -3.163
H 0.601 -3.095 -3.609
H 0.611 -4.772 -4.508
H -3.458 -6.198 -0.526
H -2.373 -6.562 -1.839
H -3.904 -5.926 -2.297
C 2.214 1.842 6.638
O 2.499 2.240 5.331
P 1.884 1.510 4.059
O 2.348 1.992 2.684
O 0.279 1.640 4.315
C -0.385 2.849 4.238
O 2.235 0.007 4.300
C 3.635 -0.365 4.219
H 2.249 0.760 6.761
H 1.229 2.112 7.018
H 2.974 2.117 7.370
H -0.641 3.041 3.197
H 0.096 3.760 4.595
H -1.392 2.830 4.653
H 4.235 0.410 4.698
H 3.886 -0.420 3.160
H 3.812 -1.348 4.654
C 0.785 4.161 -4.895
C -0.498 3.447 -4.882
O -0.103 2.379 -4.146
C -0.918 1.351 -3.859
C -0.198 0.221 -3.327
O -2.080 1.248 -4.171
H 0.993 4.721 -3.984
H 0.500 4.967 -5.572
H 1.672 3.640 -5.254
H -1.224 4.058 -4.346
H -0.986 3.161 -5.814
H 0.802 0.313 -3.751
H -0.735 -0.695 -3.576
H -0.073 0.245 -2.245
C -4.410 -2.265 2.033
C -3.957 -2.477 3.531
O -4.991 -2.848 4.396
C -5.490 -4.093 4.415
C -6.452 -4.353 5.603
O -5.160 -5.017 3.673
H -5.164 -1.478 2.028
H -4.856 -3.176 1.635
H -3.613 -1.964 1.352
H -3.086 -3.102 3.725
H -3.651 -1.440 3.668
H -7.038 -3.440 5.718
H -5.890 -4.739 6.453
H -7.059 -5.190 5.257
C -1.638 3.422 -0.146
C -0.257 2.657 -0.132
O -0.664 1.503 0.732
C 0.101 0.334 0.673
C -0.618 -0.726 1.387
O 1.074 0.105 -0.071
H -2.409 2.719 -0.460
H -1.622 4.369 -0.686
H -1.983 3.659 0.860
H 0.042 2.124 -1.034
H 0.595 3.230 0.234
H -1.589 -0.291 1.622
H -0.227 -1.005 2.366
H -0.618 -1.599 0.734
Cl 2.945 -2.930 2.250
C 1.841 -3.230 3.611
Cl 2.860 -3.850 4.873
H 1.292 -2.397 4.050
H 1.047 -3.941 3.381
Cl -4.768 -2.042 -2.352
C -3.441 -1.164 -1.524
Cl -3.868 0.362 -0.699
H -3.099 -1.817 -0.720
H -2.555 -0.993 -2.135
Cl -1.580 7.247 -0.026
C -2.578 7.066 -1.522
Cl -1.631 6.737 -2.956
H -3.347 6.300 -1.422
H -3.115 8.007 -1.641
*
```

Results
**E_LUMO**: 0.3 eV
**HOMO**: -9.8 eV
**Kohn-Sham gap**: 10.08 eV

Mulliken population analysis, charges in e, atoms 1 to 4: number 1, C, carries -0.211; number 2, O, carries -0.291; number 3, P, carries 0.872; number 4, O, carries -0.597

***

Relative energy (zero: lowest compared OMol25 entry of this formula, charge and spin) across the listed records, respectively: 2.922 0.000 eV.